{"formula": "C36H33InN13O2S", "method": "ωB97M-V/def2-TZVPD", "charge": 1, "e_homo_ev": [-9.79, -9.79], "e_tot_ev": -77336.4711, "relative_energy_kj_mol": 71.7, "homo_lumo_gap_ha": [0.24867, 0.24870], "elements": ["In", "S", "O", "O", "N", "N", "N", "N", "N", "N", "N", "N", "N", "N", "N", "N", "N", "C", "C", "C", "C", "C", "C", "C", "C", "C", "C", "C", "C", "C", "C", "C", "C", "C", "C", "C", "C", "C", "C", "C", "C", "C", "C", "C", "C", "C", "C", "C", "C", "C", "C", "C", "C", "H", "H", "H", "H", "H", "H", "H", "H", "H", "H", "H", "H", "H", "H", "H", "H", "H", "H", "H", "H", "H", "H", "H", "H", "H", "H", "H", "H", "H", "H", "H", "H", "H"], "coordinates": [[-0.5371, 0.7327, 0.0336], [-4.4163, -2.4647, -3.3295], [-0.7986, -0.9943, 1.1790], [-2.0780, 1.1660, 1.8285], [-1.3791, -0.8324, 2.3324], [-4.7863, 1.4811, -0.9480], [-2.5975, 1.4812, -0.8363], [0.3216, 2.3354, 1.3915], [0.5776, 2.3035, -1.3335], [-1.9778, 0.2508, 2.7137], [1.9316, 3.7239, 2.3259], [1.5704, -0.2950, 0.3023], [-0.2480, -0.3218, -1.9130], [2.6172, 3.1664, -2.0920], [2.2077, 3.0016, 0.1698], [4.7910, -6.9855, -4.9240], [-3.2253, -1.6902, -1.2300], [4.3402, -6.1379, -4.3015], [2.2827, -5.1842, -3.2952], [0.5925, -1.3518, -2.2991], [-1.1186, -1.8463, 3.3047], [0.3811, -3.5529, 4.0629], [1.3975, 3.5091, 3.6310], [2.3106, -3.1212, -2.0833], [-5.2098, 3.8222, -0.1260], [-2.3306, 3.8207, -0.0996], [2.2349, -0.1800, 1.4719], [-0.3657, -3.7550, 5.2038], [0.2817, -1.6589, -3.6857], [4.3609, -4.0806, -2.9321], [1.6189, -4.2021, -2.6009], [3.6812, -5.1674, -3.4971], [1.7132, 2.8030, -1.1253], [2.0347, -1.4899, -0.2443], [0.0248, -2.6205, 3.0943], [-0.7044, -0.7817, -4.0620], [-4.4432, 2.6980, -0.5044], [-1.8979, -1.9913, 4.4491], [2.9586, 4.7426, 2.2349], [-1.4984, -2.9683, 5.4094], [-4.5531, -0.8178, -2.9301], [-1.0038, -0.0080, -2.9531], [-3.8129, -0.5574, -1.7953], [3.1613, -1.2486, 1.6705], [3.0110, -2.0524, 0.5813], [-3.4304, -2.7127, -1.9606], [-3.0729, 4.9381, 0.2500], [-4.4855, 4.9608, 0.2434], [-3.0736, 2.7187, -0.4429], [-3.7025, 0.7716, -1.1519], [3.7119, -3.0808, -2.2555], [1.4360, 2.9759, 1.3068], [1.6075, -1.9371, -1.5201], [-5.7077, 1.1357, -1.1443], [3.2070, 2.9298, 0.3021], [-4.9882, 5.8768, 0.5319], [1.6720, -5.9888, -3.7244], [0.7039, -2.4537, 2.2883], [-1.1886, -0.8167, -5.0043], [0.7846, -2.3092, -4.4154], [2.0636, 3.9709, 4.3116], [3.7891, 4.5266, 2.9087], [-0.1062, -4.4776, 5.9477], [2.1124, 0.6935, 2.0864], [-1.2634, 3.8112, -0.0616], [-1.7430, 0.7646, -2.9262], [4.2903, -2.3107, -1.8246], [1.4000, 2.5024, 3.9694], [-2.1277, -3.1860, 6.2946], [2.5128, 5.7274, 2.4730], [0.2871, 2.2716, -2.3013], [0.3836, 3.9022, 3.7974], [-3.1150, -3.6956, -1.6539], [1.2662, -4.1501, 3.9255], [0.5552, -4.1728, -2.5222], [2.2937, 3.1409, -3.0674], [5.4180, -4.0381, -3.0106], [-2.5842, 5.8339, 0.6332], [3.5896, -2.9685, 0.4121], [3.8294, -1.2985, 2.5365], [-5.0532, -0.1198, -3.5422], [-2.7851, -1.4273, 4.6331], [3.3013, 3.8658, -1.8842], [3.3063, 4.7870, 1.2203], [-0.2097, 2.5487, 2.2535], [-6.3044, 3.8101, -0.1613]]}

---

{"formula": "C36H34AsCl3N2O3PSc", "method": "ωB97M-V/def2-TZVPD", "charge": 2, "e_homo_ev": -12.88, "e_tot_ev": -175397.0825, "homo_lumo_gap_ha": 0.28055, "elements": ["As", "Sc", "Cl", "Cl", "Cl", "P", "O", "O", "O", "N", "N", "C", "C", "C", "C", "C", "C", "C", "C", "C", "C", "C", "C", "C", "C", "C", "C", "C", "C", "C", "C", "C", "C", "C", "C", "C", "C", "C", "C", "C", "C", "C", "C", "C", "C", "C", "C", "H", "H", "H", "H", "H", "H", "H", "H", "H", "H", "H", "H", "H", "H", "H", "H", "H", "H", "H", "H", "H", "H", "H", "H", "H", "H", "H", "H", "H", "H", "H", "H", "H", "H"], "coordinates": [[3.0665, 0.2675, -1.4252], [0.2018, -0.1993, 0.2360], [-2.9290, 6.4731, -0.0003], [1.0394, 2.8551, 0.5571], [-3.5671, 1.4356, -1.8025], [-1.2886, 0.6089, 3.3085], [-0.4437, 0.2453, 2.0853], [-0.8261, 1.0710, -0.8073], [2.1905, -0.1905, -0.0337], [-1.7554, -1.4030, -0.4166], [0.5610, -2.5268, 0.3263], [4.6435, 2.5722, -2.0184], [-0.2045, -0.2662, -3.8850], [1.7128, 0.5957, -2.7199], [5.0180, -2.7612, -3.5196], [5.4376, 3.6627, -1.6985], [-1.2992, 2.2912, -0.6350], [-0.5549, 3.2901, 0.0012], [5.0915, -1.6526, -0.9674], [4.1898, -1.1809, -1.9195], [-2.5862, 2.6501, -1.0483], [-3.0950, 3.9235, -0.8610], [1.3957, 1.8860, -3.1245], [-2.7593, 1.4896, 2.7894], [-0.5327, 1.0250, -4.2774], [-0.4729, -3.3877, 0.0721], [5.9493, -2.6874, -1.2974], [5.1470, 3.1961, 0.6485], [-1.7161, -2.8391, -0.3202], [4.0913, 1.8067, -0.9931], [4.3424, 2.1094, 0.3409], [-2.6437, -5.0599, -0.4587], [-1.0276, 4.5728, 0.2053], [-2.3078, 4.8804, -0.2358], [-1.4503, -5.6129, -0.0930], [1.7280, -3.0421, 0.6660], [5.9111, -3.2401, -2.5730], [0.9312, -5.2907, 0.5534], [-0.3338, -4.7864, 0.1788], [-1.7761, -0.8575, 4.2107], [0.9163, -0.4857, -3.1018], [5.6883, 3.9704, -0.3679], [-0.3419, 1.6625, 4.3994], [-2.7775, -3.6599, -0.5788], [0.2655, 2.0964, -3.9039], [1.9582, -4.4230, 0.7938], [4.1513, -1.7267, -3.1962], [0.5942, 1.1680, 4.6583], [-3.7260, -3.2343, -0.8835], [-0.8908, -1.4042, 4.5357], [-2.3604, -0.5780, 5.0877], [-0.4161, 5.3169, 0.6942], [-0.8164, -1.1020, -4.2024], [2.0054, 2.7286, -2.8188], [1.1770, -1.5014, -2.8051], [5.8635, 4.2683, -2.4865], [4.4595, 2.3326, -3.0607], [4.9994, -3.1851, -4.5140], [-4.0933, 4.1642, -1.1971], [2.5259, -2.3312, 0.8387], [3.4643, -1.3480, -3.9462], [6.5901, -4.0411, -2.8317], [-2.3816, -1.5073, 3.5785], [-1.8451, -1.0788, -1.3787], [2.9411, -4.7686, 1.0780], [-1.3419, -6.6860, -0.0065], [-3.4114, 0.8321, 2.2138], [-0.1165, 2.6039, 3.8972], [-2.5684, -1.0152, 0.0538], [6.6585, -3.0538, -0.5678], [-0.8990, 1.8706, 5.3131], [3.9129, 1.5033, 1.1300], [-3.3135, 1.8573, 3.6539], [-2.4705, 2.3368, 2.1643], [-3.4963, -5.6908, -0.6668], [5.3530, 3.4392, 1.6820], [5.1401, -1.2119, 0.0232], [-1.4070, 1.1947, -4.8912], [6.3121, 4.8191, -0.1221], [0.0101, 3.0981, -4.2219], [1.0708, -6.3607, 0.6418]]}

---

{"formula": "C36H34Cl4MnN5OPS2", "method": "ωB97M-V/def2-TZVPD", "e_homo_ev": [-6.85, -6.81], "e_tot_ev": -159754.3726, "multiplicity": 2, "s2": 0.90, "relative_energy_kj_mol": 69.3, "homo_lumo_gap_ha": [0.21360, 0.21240], "elements": ["Mn", "Cl", "Cl", "Cl", "Cl", "S", "S", "P", "O", "N", "N", "N", "N", "N", "C", "C", "C", "C", "C", "C", "C", "C", "C", "C", "C", "C", "C", "C", "C", "C", "C", "C", "C", "C", "C", "C", "C", "C", "C", "C", "C", "C", "C", "C", "C", "C", "C", "C", "C", "C", "H", "H", "H", "H", "H", "H", "H", "H", "H", "H", "H", "H", "H", "H", "H", "H", "H", "H", "H", "H", "H", "H", "H", "H", "H", "H", "H", "H", "H", "H", "H", "H", "H", "H"], "coordinates": [[0.3933, 0.2837, -0.3127], [0.1168, 2.6114, -6.9553], [-2.6764, 3.4973, -2.4318], [1.8181, -0.7789, 2.1610], [5.0277, 3.1445, 0.1620], [-1.4863, -6.6951, -2.9415], [2.1759, 1.8048, 0.1623], [-1.1234, 0.8341, 1.7429], [-0.5938, 1.7568, -1.1914], [-0.0867, -6.1657, -2.3366], [-1.2094, -0.9112, -1.1574], [1.3358, 0.4295, -2.4298], [1.2235, -1.7987, -0.6444], [-2.3712, -5.3561, -2.7739], [-1.3319, 2.7223, -3.2213], [-0.2570, -4.8899, -2.0261], [0.5666, 1.2632, -3.1806], [0.7893, 1.4775, -4.5553], [4.3810, -0.4163, 2.8193], [0.3764, -2.6962, -1.1676], [-2.2420, 2.2075, 1.2062], [-1.5731, -4.4235, -2.2772], [0.7441, 2.1178, 3.4867], [2.3696, -0.1343, -2.9999], [-1.3948, -1.9126, 2.1501], [5.6139, 0.2118, 2.7772], [-0.1061, 2.3287, -5.2501], [-1.4863, 3.5395, 1.2249], [3.4492, 1.1636, 1.1607], [2.4867, -2.1624, -0.4555], [-3.6273, 2.3260, 1.8348], [0.7568, -4.0035, -1.4780], [-0.9837, -2.2075, -1.4398], [-3.4223, -1.1799, -2.0369], [-1.1445, 2.9249, -4.5970], [-2.2330, -0.6348, 2.0537], [2.0805, -4.3782, -1.2571], [-1.9478, -3.0448, -2.0015], [-1.5436, 1.8869, 4.4066], [1.8998, 0.8286, -5.1366], [-0.4794, 1.9350, -2.4611], [-3.1812, -0.6080, 3.2525], [2.9576, -3.4404, -0.7534], [2.6964, 0.0422, -4.3569], [5.7769, 1.3095, 1.9459], [-2.4018, -0.4131, -1.4745], [3.3470, 0.0651, 2.0345], [-3.2023, -2.5133, -2.2968], [4.7268, 1.7621, 1.1701], [-0.5195, 1.2549, 3.4574], [2.3935, -5.3866, -1.4910], [-2.8436, -0.6865, 1.1448], [-0.4904, 3.4431, 0.7908], [-0.2555, 0.2662, 3.8533], [-4.1726, 3.1303, 1.3346], [-0.6779, -2.0049, 1.3393], [-1.8301, 3.5642, -5.1346], [-2.0437, -2.7912, 2.1470], [-3.5916, 2.5682, 2.8965], [-3.9610, -3.1475, -2.7349], [-2.4768, 1.3361, 4.4905], [4.2079, -1.2681, 3.4612], [-1.1027, 1.9484, 5.4039], [3.9972, -3.6774, -0.5804], [-1.7790, 2.9045, 4.1021], [-2.0357, 4.2691, 0.6273], [2.1126, 0.9745, -6.1862], [-2.5341, 0.6410, -1.2896], [1.5304, 1.7452, 2.8432], [3.1479, -1.4058, -0.0533], [6.4326, -0.1419, 3.3872], [-4.2136, 1.4135, 1.7136], [3.5682, -0.4498, -4.7636], [-2.3753, 1.9880, 0.1488], [1.1187, 2.1643, 4.5116], [-2.6228, -0.6019, 4.1897], [6.7242, 1.8262, 1.8913], [-0.8319, -1.9302, 3.0868], [-1.3919, 3.9410, 2.2326], [-3.7913, -1.5142, 3.2506], [2.9962, -0.7562, -2.3749], [-3.8555, 0.2457, 3.2511], [-4.3669, -0.7090, -2.2674], [0.5297, 3.1367, 3.1673]]}